No. 1
Computed, not measured: a cluster of 3 separate species, C31H57IN3O10 in total, with ωB97M-V/def2-TZVPD.

The geometry in XYZ format:
```
102
Properties=species:S:1:pos:R:3:forces:R:3:mulliken_charge:R:1
N -4.004 4.265 -0.737 0.051 -0.129 0.434 -0.707
C -2.540 4.299 -0.708 -0.125 0.389 -0.098 -0.400
C -1.848 4.810 -1.992 -0.067 -0.842 -0.153 -0.865
C -1.096 3.697 -2.760 -0.393 0.582 -0.006 0.665
C -2.045 3.013 -3.739 0.027 -0.271 0.046 -0.606
C -1.502 1.895 -4.655 -0.249 0.034 0.057 -2.216
C -0.306 1.025 -4.242 0.376 0.288 0.008 1.147
O -0.272 -0.112 -5.136 -0.656 -0.152 0.057 -0.686
C 0.997 1.883 -4.503 0.058 0.138 0.466 0.233
O 1.265 1.985 -5.716 0.018 0.062 -0.160 -0.828
O 1.549 2.391 -3.505 -0.132 -0.214 -0.359 -0.581
N -0.358 0.533 -2.892 -0.337 -0.229 -0.071 1.245
C -1.623 -0.019 -2.437 0.102 -0.245 0.029 -1.446
C -2.125 -1.318 -3.125 -0.280 -0.082 0.094 0.503
C -3.312 -1.110 -4.068 0.248 0.199 0.064 -1.256
I -4.817 -2.626 -3.814 -0.069 0.007 -0.189 -0.072
C 0.755 -0.338 -2.539 0.379 0.011 0.120 -1.507
C 1.583 0.180 -1.334 -0.636 -0.150 0.267 0.949
C 3.068 -0.001 -1.471 0.084 0.027 -0.024 -0.301
O 3.788 0.623 -2.192 -0.103 -0.105 0.176 -0.535
N 3.625 -1.056 -0.602 0.040 0.005 0.123 -0.026
C 4.702 -0.678 0.213 0.188 0.037 -0.031 0.365
C 5.872 -1.438 0.280 -0.095 0.054 0.083 -0.607
C 6.898 -1.076 1.140 -0.012 0.114 0.163 -0.576
C 6.789 0.058 1.938 -0.146 -0.027 -0.094 -0.517
C 5.632 0.829 1.857 0.016 -0.143 -0.055 -0.570
C 4.598 0.466 1.011 0.095 -0.018 -0.023 0.056
H -4.389 5.116 -1.122 -0.028 -0.025 -0.138 0.268
H -4.346 3.472 -1.258 -0.028 0.092 -0.204 0.267
H -2.211 3.285 -0.472 0.120 0.032 0.032 0.256
H -2.244 4.943 0.125 -0.017 -0.129 0.103 0.245
H -1.166 5.630 -1.767 -0.061 0.063 0.032 0.386
H -2.648 5.166 -2.649 0.141 0.403 0.015 0.389
H -0.697 2.983 -2.042 0.280 -0.081 -0.162 -0.578
H -0.267 4.132 -3.313 0.174 -0.168 0.065 0.434
H -2.452 3.795 -4.388 -0.057 -0.033 -0.029 0.462
H -2.910 2.623 -3.188 0.025 0.055 0.093 0.029
H -2.335 1.227 -4.900 0.007 0.000 0.001 0.119
H -1.194 2.342 -5.603 0.080 -0.049 0.000 0.647
H -0.318 0.255 -6.026 0.519 0.120 -0.034 0.483
H -1.497 -0.251 -1.375 0.027 0.087 0.018 0.464
H -2.409 0.736 -2.477 0.046 0.085 -0.074 0.239
H -1.316 -1.784 -3.683 0.043 0.005 0.028 0.246
H -2.430 -2.017 -2.344 0.040 0.012 0.039 0.095
H -3.837 -0.177 -3.873 -0.064 -0.048 0.067 0.450
H -3.018 -1.121 -5.112 -0.062 -0.096 -0.013 0.450
H 0.360 -1.321 -2.260 0.071 -0.068 -0.101 0.240
H 1.411 -0.515 -3.391 -0.075 0.237 -0.112 0.599
H 1.341 1.231 -1.195 0.284 0.145 -0.383 -0.755
H 1.247 -0.346 -0.438 0.151 0.022 0.058 0.530
H 3.835 -1.884 -1.145 -0.013 0.018 -0.074 0.284
H 5.973 -2.315 -0.350 -0.002 0.005 -0.002 0.289
H 7.798 -1.676 1.197 -0.026 -0.038 -0.073 0.345
H 7.590 0.334 2.610 0.003 0.015 -0.012 0.374
H 5.519 1.714 2.470 0.046 0.022 0.009 0.353
H 3.702 1.073 0.964 -0.039 -0.030 0.001 0.532
C -0.339 1.080 6.128 -0.015 -0.028 -0.062 -0.798
O -0.244 2.022 5.089 0.099 0.064 0.058 -0.150
C -0.884 3.241 5.416 0.009 -0.122 -0.077 -0.693
C -0.545 4.311 4.402 -0.059 0.100 -0.012 -0.224
O 0.711 4.934 4.623 -0.003 -0.073 0.019 -0.464
C 1.853 4.201 4.201 0.083 0.073 0.041 -0.485
C 2.088 4.251 2.708 -0.044 -0.157 -0.045 -0.525
O 1.252 3.321 2.053 -0.078 0.046 0.015 -0.234
C 1.244 3.512 0.652 -0.025 -0.039 0.003 -0.635
H -1.385 0.859 6.372 0.004 0.004 0.026 0.306
H 0.144 0.166 5.788 -0.003 -0.001 -0.010 0.230
H 0.169 1.436 7.034 -0.038 0.003 0.018 0.305
H -0.569 3.576 6.414 -0.036 0.032 0.011 0.349
H -1.972 3.086 5.424 -0.005 0.035 0.060 0.439
H -1.282 5.110 4.505 0.011 0.010 -0.009 0.400
H -0.615 3.909 3.388 0.014 -0.074 0.027 0.106
H 1.804 3.164 4.541 -0.026 -0.028 -0.070 0.247
H 2.700 4.684 4.693 -0.017 0.012 0.010 0.407
H 3.141 4.008 2.498 0.014 0.071 -0.012 0.387
H 1.886 5.266 2.343 0.047 0.025 0.013 0.301
H 0.831 4.495 0.396 0.080 0.019 -0.046 0.380
H 0.607 2.746 0.216 -0.008 -0.013 0.021 -0.050
H 2.251 3.417 0.231 -0.021 0.043 -0.061 0.423
C -2.040 -5.124 -2.178 0.075 -0.022 -0.001 -0.538
O -1.534 -5.384 -0.886 -0.103 0.051 0.057 -0.358
C -1.256 -4.178 -0.195 0.047 -0.144 -0.061 -0.262
C -0.968 -4.454 1.262 0.035 0.102 0.025 -0.550
O -2.137 -4.622 2.053 0.034 -0.055 0.010 -0.456
C -2.784 -5.879 1.956 -0.090 0.048 0.016 -0.428
C -2.123 -6.969 2.768 0.050 -0.085 -0.089 -0.583
O -1.013 -7.511 2.075 0.040 0.094 0.041 -0.233
C -0.227 -8.333 2.902 -0.006 -0.020 -0.063 -0.769
H -1.328 -4.533 -2.767 -0.029 0.012 -0.026 0.256
H -2.200 -6.081 -2.673 0.008 -0.013 0.022 0.308
H -2.989 -4.579 -2.133 0.033 -0.002 -0.010 0.144
H -2.112 -3.495 -0.272 0.024 0.049 0.014 0.238
H -0.380 -3.693 -0.650 -0.034 0.068 -0.006 0.343
H -0.468 -3.576 1.675 -0.010 -0.004 0.017 0.390
H -0.297 -5.310 1.363 -0.024 -0.031 -0.064 0.242
H -2.893 -6.190 0.914 0.069 -0.052 0.005 0.223
H -3.782 -5.719 2.371 -0.005 0.008 -0.011 0.380
H -2.853 -7.770 2.959 -0.009 0.022 0.065 0.442
H -1.799 -6.554 3.731 -0.038 0.003 0.021 0.337
H 0.206 -7.762 3.733 -0.024 -0.022 0.027 0.314
H 0.579 -8.737 2.294 -0.003 -0.001 -0.007 0.230
H -0.814 -9.165 3.313 0.008 0.004 0.026 0.305
```
Positions in Å, forces in eV/Å.

Its maximum force is 0.86 eV/Å. The orbital gap is 6.9 eV. The charge is -1. Its total energy is -66115.823 eV.


No. 2
Computed, not measured: a structure of composition C31H58BrHgN4OP3, with ωB97M-V/def2-TZVPD.

The geometry in XYZ format:
```
99
Properties=species:S:1:pos:R:3:forces:R:3:mulliken_charge:R:1
N 3.086 1.923 6.151 -0.375 0.470 0.477 -0.614
C 1.748 1.996 6.048 0.343 -0.540 -0.466 -0.555
C 0.969 0.917 5.628 0.659 -0.167 0.052 -0.327
C 1.598 -0.325 5.362 0.776 0.670 0.784 0.777
C 2.994 -0.388 5.517 -0.172 0.684 0.331 -0.446
C 3.685 0.758 5.937 -0.263 -0.780 -0.559 -0.397
C 0.864 -1.444 4.835 0.177 -1.535 -0.665 -0.553
Hg 0.474 -2.883 -1.521 -0.191 0.148 -0.097 0.849
P -1.114 -1.496 -3.966 -0.639 -0.148 -0.706 0.422
C 1.444 -2.611 4.387 -0.474 0.867 1.625 -0.548
C 0.962 -3.334 3.235 -1.152 -0.632 -0.816 0.346
C 1.837 -4.075 2.387 -0.544 0.757 -0.105 -0.572
C 1.626 -3.967 0.997 -0.317 0.157 1.014 -0.134
C 0.599 -3.117 0.576 -0.635 -1.384 -1.382 -0.562
C -0.519 -2.837 1.378 0.342 -0.224 0.680 -0.258
C -0.350 -3.014 2.748 0.689 0.335 -0.412 -0.904
Br -0.131 -4.652 -3.282 -0.013 0.370 0.261 -0.458
H -0.197 -1.251 4.708 0.105 0.023 -0.676 0.204
H 2.373 -2.935 4.856 0.167 0.271 -0.578 0.617
H -0.098 1.060 5.477 -0.020 -0.231 0.161 0.478
H 3.536 -1.302 5.289 -0.044 0.259 0.123 0.269
H 1.277 2.962 6.272 0.311 -0.329 -0.034 0.464
H 4.776 0.697 6.040 -0.461 0.285 0.048 0.366
H 2.689 -4.632 2.780 -0.140 0.399 0.009 0.408
H -1.146 -2.763 3.455 0.354 -0.007 -0.239 0.670
H 2.227 -4.541 0.276 -0.051 0.559 0.468 0.392
H -1.488 -2.520 0.945 0.791 -0.139 0.322 0.741
P 2.309 -0.498 -0.926 1.086 0.728 -0.015 1.239
C -2.903 -1.942 -3.396 0.722 0.132 0.391 -0.070
C -3.743 -2.903 -4.213 -0.298 -0.303 -0.308 -1.508
H -3.436 -0.974 -3.324 0.555 -0.219 -0.076 0.429
H -2.838 -2.352 -2.369 0.266 0.313 -0.457 0.220
H -4.766 -2.839 -3.807 0.313 -0.177 -0.181 0.407
H -3.793 -2.617 -5.270 0.022 -0.158 0.224 0.382
H -3.395 -3.943 -4.112 -0.105 0.417 -0.140 0.322
C -0.288 -2.227 -5.466 0.505 -0.556 0.349 -0.656
C -1.060 -3.123 -6.421 -0.527 -0.407 -0.606 -1.178
H 0.527 -2.858 -5.085 -0.232 0.370 0.190 0.442
H 0.205 -1.425 -6.029 -0.313 0.216 0.362 0.556
H -0.308 -3.765 -6.915 -0.526 0.172 0.155 0.385
H -1.792 -3.771 -5.900 0.514 0.323 -0.414 0.232
H -1.569 -2.548 -7.222 0.109 -0.330 0.559 0.277
C -1.303 0.221 -4.559 0.454 0.816 0.654 -0.546
C -2.239 0.399 -5.753 -0.329 -0.018 -0.276 -1.151
H -0.303 0.592 -4.849 -0.318 -0.261 0.263 0.319
H -1.638 0.843 -3.713 0.104 -0.105 -0.233 0.251
H -2.126 1.415 -6.142 -0.007 -0.063 0.103 0.407
H -1.986 -0.270 -6.579 -0.099 -0.005 0.153 0.240
H -3.298 0.277 -5.494 0.275 -0.144 -0.042 0.303
C 2.246 1.305 -1.341 -0.382 0.242 0.167 0.340
C 2.124 1.631 -2.822 0.059 -0.015 -0.190 -1.698
H 3.135 1.802 -0.927 -0.044 -0.276 -0.030 0.580
H 1.381 1.721 -0.814 0.283 -0.171 -0.021 -0.696
H 1.996 2.713 -2.955 0.044 -0.222 -0.027 0.460
H 3.019 1.337 -3.378 -0.180 0.045 0.000 0.455
H 1.255 1.133 -3.268 0.128 0.029 0.028 0.183
C 3.887 -0.945 -1.790 -0.002 -0.062 -0.376 -0.981
C 4.383 -2.361 -1.488 0.105 0.042 -0.086 -1.104
H 4.661 -0.206 -1.518 -0.341 -0.143 -0.032 0.464
H 3.718 -0.839 -2.876 -0.008 -0.036 0.379 0.398
H 5.153 -2.655 -2.209 -0.115 0.043 0.175 0.404
H 4.818 -2.440 -0.486 -0.157 -0.021 -0.130 0.297
H 3.566 -3.082 -1.572 0.038 -0.102 0.025 0.172
C 2.933 -0.484 0.848 -0.337 -0.545 0.168 0.026
C 2.553 0.695 1.750 -0.205 0.005 -0.058 -0.912
H 4.033 -0.598 0.817 -0.468 0.046 -0.163 0.518
H 2.524 -1.397 1.314 0.324 0.218 -0.166 -0.438
H 3.052 0.576 2.720 -0.037 0.094 -0.221 0.363
H 2.833 1.662 1.315 0.021 -0.186 0.168 0.434
H 1.473 0.707 1.934 0.207 0.001 -0.056 -0.094
C 0.087 3.484 2.911 0.602 -0.223 -0.571 -0.481
N -1.198 2.872 2.596 0.055 1.700 0.232 0.709
C -2.311 3.322 3.416 -0.610 -0.675 0.159 -1.014
P -1.427 2.289 1.038 -0.881 -3.453 -1.504 -0.628
O -0.207 1.623 0.514 -0.944 1.010 0.524 0.256
N -2.786 1.324 1.289 0.992 0.880 -0.299 0.228
C -3.561 0.953 0.105 -0.157 -0.100 -0.043 -1.116
C -2.612 0.216 2.234 -0.205 -0.205 0.047 -0.463
N -2.032 3.431 -0.050 0.645 0.850 1.176 0.222
C -3.138 4.302 0.335 -0.465 0.077 -0.253 -0.957
C -1.096 4.074 -0.973 0.336 -0.025 -0.297 -0.799
H 0.428 3.149 3.895 -0.113 -0.002 0.042 -0.010
H 0.013 4.579 2.907 -0.146 -0.110 0.149 0.334
H 0.833 3.172 2.165 -0.273 0.032 0.314 0.090
H -2.471 4.400 3.312 0.164 0.059 0.022 0.342
H -3.234 2.791 3.145 0.412 0.241 -0.013 0.357
H -2.095 3.094 4.463 0.162 0.187 -0.002 0.358
H -3.107 0.101 -0.427 -0.123 0.148 0.123 0.327
H -4.578 0.682 0.426 0.285 0.061 -0.178 0.355
H -3.613 1.805 -0.578 -0.155 -0.304 0.068 0.354
H -2.097 -0.641 1.766 -0.109 0.361 0.213 -0.065
H -2.037 0.544 3.109 -0.111 -0.167 -0.158 0.107
H -3.611 -0.105 2.565 0.326 0.056 0.012 0.475
H -2.818 5.095 1.024 0.085 -0.025 -0.117 0.267
H -3.506 4.782 -0.581 -0.041 -0.087 0.328 0.434
H -3.947 3.742 0.807 0.123 -0.039 -0.075 0.342
H -0.513 4.868 -0.475 -0.222 -0.143 -0.142 0.306
H -0.402 3.335 -1.387 -0.200 0.160 0.160 0.145
H -1.688 4.528 -1.781 0.243 -0.127 0.254 0.376
```
Positions in Å, forces in eV/Å.

Its maximum force is 3.87 eV/Å. The orbital gap (spin up / spin down) is 3.5 / 2.1 eV. The charge is +2. Its total energy is -143162.171 eV.